Computed, not measured: 14 unconnected molecules or ions with the total composition C56H112O28 at a distorted geometry, with ωB97M-V/def2-TZVPD.

Cartesian coordinates (Å):
O (-18.313, -11.895, 8.588)
C (-18.339, -11.315, 7.553)
O (-18.888, -11.747, 6.400)
C (-19.490, -13.083, 6.370)
C (-18.436, -14.062, 5.991)
C (-17.693, -9.989, 7.350)
H (-20.285, -13.035, 5.645)
H (-19.797, -13.300, 7.401)
H (-18.009, -13.896, 4.986)
H (-19.000, -14.965, 5.961)
H (-17.583, -14.082, 6.642)
H (-16.973, -9.890, 8.179)
H (-18.533, -9.351, 7.566)
H (-17.429, -9.925, 6.272)
O (-16.471, -20.520, 17.837)
C (-17.213, -19.691, 17.398)
O (-18.468, -20.057, 17.062)
C (-18.870, -21.439, 17.245)
C (-20.331, -21.637, 17.177)
C (-17.053, -18.311, 17.102)
H (-18.419, -21.895, 18.100)
H (-18.408, -21.908, 16.380)
H (-20.563, -22.698, 17.101)
H (-20.743, -21.131, 16.257)
H (-20.890, -21.212, 18.012)
H (-16.028, -17.945, 17.154)
H (-17.604, -17.746, 17.820)
H (-17.559, -18.111, 16.133)
O (-21.778, -15.698, 6.057)
C (-22.130, -15.186, 5.002)
O (-23.184, -14.365, 4.866)
C (-23.898, -13.976, 6.079)
C (-23.315, -12.709, 6.704)
C (-21.510, -15.510, 3.641)
H (-23.990, -14.851, 6.769)
H (-24.888, -13.759, 5.630)
H (-22.292, -12.879, 6.887)
H (-23.801, -12.445, 7.657)
H (-23.404, -11.875, 6.092)
H (-22.168, -15.805, 2.881)
H (-20.835, -16.317, 3.827)
H (-20.989, -14.671, 3.245)
O (-11.556, -18.188, 9.267)
C (-12.181, -17.185, 9.395)
O (-13.343, -16.950, 10.015)
C (-14.117, -17.979, 10.658)
C (-13.695, -18.098, 12.145)
C (-11.804, -15.896, 8.693)
H (-14.071, -18.943, 10.139)
H (-15.176, -17.641, 10.587)
H (-14.506, -18.690, 12.574)
H (-13.498, -17.162, 12.612)
H (-12.767, -18.648, 12.191)
H (-12.323, -14.992, 9.025)
H (-11.899, -16.004, 7.635)
H (-10.760, -15.725, 8.850)
O (-14.720, -13.312, 5.332)
C (-14.803, -13.652, 6.526)
O (-15.275, -14.829, 6.903)
C (-15.686, -15.731, 5.827)
C (-14.505, -16.436, 5.204)
C (-14.575, -12.862, 7.778)
H (-16.179, -15.056, 5.128)
H (-16.510, -16.355, 6.286)
H (-13.899, -15.672, 4.821)
H (-14.876, -17.019, 4.334)
H (-13.933, -17.075, 5.888)
H (-15.448, -12.951, 8.441)
H (-14.339, -11.866, 7.459)
H (-13.654, -13.210, 8.273)
O (-21.007, -22.319, 10.582)
C (-20.918, -21.380, 11.347)
O (-20.278, -21.375, 12.504)
C (-19.486, -22.526, 12.839)
C (-20.313, -23.506, 13.711)
C (-21.601, -20.037, 11.058)
H (-18.698, -22.141, 13.507)
H (-19.026, -22.818, 11.827)
H (-19.653, -24.205, 14.209)
H (-21.008, -24.056, 13.147)
H (-20.803, -22.889, 14.451)
H (-21.258, -19.257, 11.699)
H (-22.686, -20.349, 11.138)
H (-21.488, -19.877, 9.993)
O (-13.855, -13.104, 10.536)
C (-14.271, -14.084, 11.106)
O (-13.741, -14.587, 12.255)
C (-12.535, -13.948, 12.675)
C (-12.470, -14.098, 14.215)
C (-15.500, -14.832, 10.672)
H (-12.529, -12.927, 12.341)
H (-11.669, -14.440, 12.279)
H (-13.426, -14.081, 14.683)
H (-11.852, -13.234, 14.454)
H (-11.990, -14.967, 14.600)
H (-16.325, -14.172, 10.491)
H (-15.704, -15.569, 11.493)
H (-15.390, -15.397, 9.796)
O (-14.509, -26.329, 11.847)
C (-13.432, -26.738, 11.502)
O (-12.372, -26.830, 12.295)
C (-12.529, -26.388, 13.658)
C (-11.821, -25.057, 13.981)
C (-13.194, -27.307, 10.131)
H (-11.999, -27.177, 14.222)
H (-13.563, -26.337, 13.901)
H (-11.936, -24.754, 15.029)
H (-12.371, -24.328, 13.389)
H (-10.737, -25.219, 13.834)
H (-14.124, -27.387, 9.524)
H (-12.771, -28.325, 10.188)
H (-12.418, -26.691, 9.729)
O (-16.187, -19.550, 14.538)
C (-15.136, -20.043, 14.741)
O (-14.699, -21.245, 14.270)
C (-15.644, -22.044, 13.479)
C (-15.728, -23.453, 14.027)
C (-14.102, -19.463, 15.587)
H (-15.175, -22.165, 12.488)
H (-16.529, -21.452, 13.323)
H (-14.709, -23.944, 14.126)
H (-16.263, -24.095, 13.303)
H (-16.128, -23.429, 15.052)
H (-14.235, -20.006, 16.539)
H (-14.313, -18.449, 15.767)
H (-13.081, -19.586, 15.256)
O (-19.388, -13.103, 12.178)
C (-18.335, -12.578, 12.500)
O (-17.425, -13.071, 13.315)
C (-17.645, -14.311, 14.008)
C (-17.085, -14.330, 15.377)
C (-17.879, -11.344, 11.903)
H (-17.154, -15.130, 13.491)
H (-18.743, -14.495, 14.030)
H (-17.687, -13.671, 16.067)
H (-15.986, -14.211, 15.429)
H (-17.235, -15.376, 15.775)
H (-18.488, -10.549, 12.345)
H (-18.102, -11.398, 10.799)
H (-16.853, -11.141, 12.099)
O (-17.596, -16.685, 10.058)
C (-18.754, -16.843, 10.456)
O (-19.017, -17.568, 11.544)
C (-17.879, -18.160, 12.216)
C (-17.338, -19.330, 11.410)
C (-19.959, -16.203, 9.797)
H (-18.176, -18.493, 13.206)
H (-17.138, -17.370, 12.312)
H (-16.462, -19.762, 11.902)
H (-17.129, -19.003, 10.391)
H (-18.068, -20.145, 11.406)
H (-19.887, -16.437, 8.692)
H (-19.679, -15.105, 9.806)
H (-20.921, -16.450, 10.133)
O (-19.246, -20.059, 8.767)
C (-18.870, -19.748, 7.651)
O (-19.166, -20.523, 6.558)
C (-19.746, -21.788, 6.591)
C (-18.707, -22.777, 7.184)
C (-18.076, -18.550, 7.406)
H (-20.017, -22.142, 5.606)
H (-20.613, -21.736, 7.174)
H (-18.438, -22.538, 8.222)
H (-17.877, -22.565, 6.543)
H (-19.003, -23.776, 7.017)
H (-17.081, -18.885, 7.083)
H (-17.943, -17.981, 8.311)
H (-18.469, -18.043, 6.509)
O (-19.409, -16.903, 14.531)
C (-20.457, -17.458, 14.765)
O (-21.656, -16.902, 14.484)
C (-21.764, -15.685, 13.792)
C (-23.216, -15.369, 13.464)
C (-20.782, -18.748, 15.370)
H (-21.243, -15.764, 12.824)
H (-21.285, -14.894, 14.420)
H (-23.530, -16.216, 12.825)
H (-23.311, -14.463, 12.880)
H (-23.878, -15.219, 14.327)
H (-20.196, -19.551, 14.862)
H (-21.858, -19.109, 15.407)
H (-20.513, -18.714, 16.412)
O (-12.188, -23.505, 9.241)
C (-12.505, -22.590, 9.903)
O (-13.704, -22.020, 9.892)
C (-14.907, -22.456, 9.279)
C (-14.946, -22.187, 7.829)
C (-11.610, -21.904, 10.866)
H (-15.677, -21.875, 9.797)
H (-15.012, -23.551, 9.524)
H (-15.912, -22.543, 7.558)
H (-14.246, -22.797, 7.245)
H (-14.851, -21.169, 7.602)
H (-10.608, -22.234, 10.529)
H (-11.777, -22.175, 11.896)
H (-11.686, -20.819, 10.688)

Calculated values
LUMO level = 0.57 eV
Multiplicity = 1
HOMO energy = -9.924 eV
Total charge = 0

Results of the Mulliken charge analysis, in e, for atoms 1 through 4: -0.394, 0.728, -0.410, 0.018

Computed, not measured: a molecular structure, C56H116Ag2B2N2O28 at a distorted geometry, with ωB97M-V/def2-TZVPD.

Cartesian coordinates (Å):
Ag (13.257, 10.235, 18.655)
Ag (12.633, 16.479, 13.069)
O (11.433, 12.809, 12.231)
C (10.968, 12.763, 13.343)
O (10.547, 11.761, 13.977)
B (10.158, 12.103, 15.403)
O (10.302, 13.591, 15.415)
C (10.902, 13.922, 14.318)
O (11.238, 15.079, 14.103)
O (11.051, 11.322, 16.232)
C (10.342, 10.449, 16.940)
O (10.783, 9.541, 17.602)
C (8.850, 10.715, 16.654)
O (8.811, 11.696, 15.764)
O (7.974, 10.165, 17.191)
O (15.173, 16.491, 13.035)
C (15.469, 16.124, 14.142)
O (14.649, 15.794, 15.095)
B (15.461, 15.310, 16.346)
O (16.807, 15.658, 15.979)
C (16.862, 16.197, 14.731)
O (17.903, 16.545, 14.237)
O (15.353, 13.919, 16.566)
C (14.513, 13.704, 17.650)
O (14.127, 12.649, 17.986)
C (14.218, 15.122, 18.156)
O (14.994, 15.990, 17.518)
O (13.521, 15.401, 19.132)
C (9.694, 18.237, 12.516)
C (10.235, 19.295, 11.603)
C (9.878, 20.710, 12.180)
C (10.743, 21.821, 11.632)
C (12.258, 21.492, 11.867)
C (12.727, 20.131, 11.236)
N (11.712, 19.050, 11.556)
O (12.087, 17.947, 11.202)
C (14.049, 19.814, 11.834)
C (12.967, 20.330, 9.696)
C (9.731, 19.169, 10.196)
H (9.888, 17.256, 12.124)
H (8.645, 18.334, 12.598)
H (10.110, 18.285, 13.612)
H (9.899, 20.673, 13.289)
H (8.829, 20.868, 11.995)
H (10.522, 22.756, 12.123)
H (10.552, 22.067, 10.562)
H (12.475, 21.518, 12.948)
H (12.843, 22.247, 11.346)
H (14.282, 18.760, 11.820)
H (14.061, 20.125, 12.981)
H (14.881, 20.308, 11.295)
H (13.872, 20.978, 9.504)
H (12.171, 20.850, 9.181)
H (13.097, 19.371, 9.185)
H (9.960, 20.041, 9.641)
H (8.674, 19.044, 10.271)
H (10.081, 18.307, 9.719)
C (15.982, 12.705, 21.859)
C (17.093, 12.083, 20.932)
C (18.401, 12.498, 21.514)
C (19.508, 11.588, 21.071)
C (19.114, 10.210, 21.466)
C (17.981, 9.649, 20.674)
N (16.904, 10.563, 21.003)
O (15.804, 10.112, 20.619)
C (17.509, 8.391, 21.521)
C (18.397, 9.361, 19.238)
C (16.989, 12.479, 19.456)
H (16.155, 13.795, 21.993)
H (16.066, 12.442, 22.942)
H (14.921, 12.640, 21.584)
H (18.383, 12.471, 22.619)
H (18.498, 13.556, 21.291)
H (20.464, 11.764, 21.434)
H (19.671, 11.599, 19.996)
H (18.945, 10.150, 22.570)
H (20.020, 9.553, 21.337)
H (16.758, 7.848, 20.981)
H (17.202, 8.556, 22.542)
H (18.336, 7.717, 21.537)
H (19.006, 8.524, 19.026)
H (18.901, 10.251, 18.876)
H (17.458, 9.322, 18.630)
H (16.552, 13.480, 19.423)
H (16.330, 11.760, 18.955)
H (18.014, 12.506, 19.041)
C (19.447, 11.439, 14.826)
C (18.627, 12.697, 15.399)
C (19.397, 13.822, 16.075)
O (17.772, 13.231, 14.423)
H (20.327, 11.939, 14.337)
H (18.808, 10.735, 14.202)
H (19.771, 10.896, 15.693)
H (17.958, 12.230, 16.130)
H (20.138, 14.216, 15.382)
H (19.902, 13.435, 16.962)
H (18.683, 14.576, 16.342)
H (18.304, 13.677, 13.770)
C (11.507, 12.729, 21.892)
C (12.094, 11.416, 21.651)
C (11.330, 10.192, 22.340)
O (11.973, 11.171, 20.215)
H (10.443, 12.586, 21.778)
H (11.829, 13.509, 21.207)
H (11.689, 13.131, 22.910)
H (13.162, 11.425, 21.775)
H (10.343, 10.216, 21.977)
H (11.196, 10.390, 23.456)
H (11.754, 9.190, 22.184)
H (11.447, 11.839, 19.774)
C (17.357, 19.994, 15.925)
C (17.720, 19.062, 17.070)
C (19.126, 18.433, 16.938)
O (17.458, 19.659, 18.279)
H (18.088, 20.819, 16.021)
H (16.377, 20.336, 16.074)
H (17.584, 19.586, 14.952)
H (16.905, 18.258, 17.008)
H (19.153, 18.095, 15.898)
H (19.321, 17.613, 17.632)
H (19.840, 19.232, 17.128)
H (18.079, 20.361, 18.445)
C (15.437, 7.216, 15.736)
C (15.060, 8.581, 16.079)
C (13.842, 9.033, 15.204)
O (14.571, 8.554, 17.503)
H (16.325, 6.915, 16.290)
H (15.662, 7.209, 14.706)
H (14.540, 6.614, 15.945)
H (15.939, 9.239, 16.005)
H (13.729, 10.094, 15.388)
H (12.961, 8.492, 15.527)
H (14.053, 8.892, 14.149)
H (15.164, 7.944, 18.009)
C (9.329, 14.155, 20.211)
C (9.964, 14.126, 18.798)
C (10.256, 15.517, 18.250)
O (11.195, 13.390, 18.846)
H (8.341, 14.627, 20.195)
H (9.975, 14.636, 20.934)
H (9.180, 13.109, 20.391)
H (9.351, 13.542, 18.141)
H (10.697, 15.418, 17.258)
H (10.908, 16.032, 18.907)
H (9.383, 16.126, 18.058)
H (11.835, 13.985, 19.157)
C (12.900, 18.560, 17.611)
C (11.958, 18.471, 16.418)
C (10.921, 19.593, 16.405)
O (12.690, 18.411, 15.174)
H (13.562, 17.722, 17.822)
H (12.207, 18.612, 18.470)
H (13.515, 19.458, 17.563)
H (11.463, 17.544, 16.469)
H (10.437, 19.855, 17.394)
H (10.096, 19.205, 15.787)
H (11.231, 20.585, 15.951)
H (13.629, 18.475, 15.390)
C (20.436, 13.095, 11.242)
C (19.583, 14.397, 11.173)
C (18.439, 14.201, 10.191)
O (19.199, 14.653, 12.467)
H (19.846, 12.301, 11.687)
H (21.338, 13.263, 11.762)
H (20.691, 12.838, 10.229)
H (20.214, 15.221, 10.755)
H (17.728, 15.039, 10.255)
H (18.019, 13.224, 10.351)
H (18.817, 14.234, 9.149)
H (18.903, 15.573, 12.621)
C (13.306, 13.540, 9.509)
C (13.587, 14.749, 10.375)
C (13.840, 15.947, 9.443)
O (12.442, 15.129, 11.158)
H (13.668, 13.555, 8.475)
H (12.209, 13.416, 9.445)
H (13.624, 12.617, 9.972)
H (14.431, 14.475, 11.000)
H (13.663, 16.946, 9.903)
H (13.135, 15.869, 8.593)
H (14.829, 15.918, 8.928)
H (12.117, 14.324, 11.634)
C (14.700, 12.750, 13.230)
C (15.196, 11.328, 13.010)
C (16.018, 11.236, 11.707)
O (16.009, 10.924, 14.199)
H (14.161, 12.718, 14.177)
H (14.068, 13.140, 12.429)
H (15.511, 13.438, 13.366)
H (14.279, 10.735, 13.011)
H (15.407, 11.558, 10.856)
H (16.427, 10.234, 11.626)
H (16.801, 11.965, 11.815)
H (16.305, 11.824, 14.485)
C (16.464, 17.083, 20.186)
C (17.594, 17.316, 21.145)
C (17.283, 18.510, 22.020)
O (17.814, 16.123, 21.841)
H (16.066, 18.049, 19.775)
H (15.645, 16.493, 20.672)
H (16.796, 16.501, 19.369)
H (18.471, 17.600, 20.483)
H (18.174, 18.844, 22.605)
H (16.438, 18.250, 22.735)
H (16.922, 19.302, 21.397)
H (18.525, 16.265, 22.510)

Calculated values
LUMO level (alpha / beta) = -0.08 / -0.09 eV
Multiplicity = 3
HOMO energy (alpha / beta) = -8.026 / -9.285 eV
Total charge = 0

Results of the Mulliken charge analysis, in e, for atoms 1 through 4: 1.111, 2.751, -0.708, 0.740

Number 1: E -117219.727 eV. Number 2: E -129620.611 eV.